# 1
C19H27BBrF3N4O12 | the ωB97M-V functional and the def2-TZVPD basis

- Structure (SMILES): N#CO[C@@H]1C(=O)N[C@](CCC(F)(F)F)(B(N)O)[C@]1(Br)CCN.O=C1OCCO1.O=C1OCCO1.O=C1OCCO1
- Electronic energy: -4760.66119 a.u.
- M: 651.15 g/mol
- Gap between HOMO and LUMO: 9.2 eV
- Net charge: 0
- LUMO level: 0.175 eV
- HOMO energy: -9.053 eV

Each line ends with the natural charge from an NBO analysis.
Geometry (Å):
1 N 1.251 6.026 1.878  -0.40
2 C 1.474 4.911 1.728  0.54
3 O 1.740 3.658 1.533  -0.47
4 C 0.625 2.762 1.658  -0.08
5 C 0.667 1.776 2.833  0.68
6 O 1.207 1.928 3.878  -0.47
7 N -0.111 0.635 2.409  -0.70
8 C 0.394 0.473 1.016  -0.20
9 C -0.259 -0.668 0.186  -0.42
10 C -1.731 -1.023 0.411  -0.52
11 C -2.026 -1.762 1.698  0.98
12 F -2.896 -2.765 1.500  -0.33
13 F -0.946 -2.317 2.282  -0.34
14 F -2.595 -0.971 2.632  -0.35
15 B 1.917 -0.118 1.220  1.11
16 N 2.989 0.059 0.278  -1.14
17 O 2.154 -0.824 2.376  -0.91
18 C 0.325 1.901 0.402  0.04
19 Br -1.578 2.356 -0.046  -0.04
20 C 1.232 2.154 -0.805  -0.49
21 C 0.846 3.215 -1.838  -0.22
22 N -0.048 2.647 -2.854  -0.85
23 H -0.264 3.358 1.893  0.24
24 H -1.090 0.928 2.435  0.39
25 H 0.299 -1.597 0.368  0.22
26 H -0.091 -0.438 -0.869  0.27
27 H -2.396 -0.164 0.354  0.25
28 H -2.030 -1.702 -0.395  0.26
29 H 2.881 -0.478 -0.575  0.41
30 H 3.878 -0.188 0.704  0.39
31 H 1.453 -1.454 2.585  0.51
32 H 2.238 2.338 -0.427  0.26
33 H 1.304 1.205 -1.353  0.22
34 H 1.780 3.527 -2.320  0.19
35 H 0.424 4.117 -1.377  0.19
36 H -0.431 1.767 -2.533  0.37
37 H -0.810 3.265 -3.094  0.37
38 C -3.614 -1.820 6.373  -0.10
39 C -3.392 -0.464 5.729  -0.10
40 O -4.378 0.342 6.383  -0.49
41 C -4.685 -0.228 7.572  0.97
42 O -5.344 0.278 8.419  -0.57
43 O -4.133 -1.464 7.657  -0.49
44 H -2.705 -2.404 6.490  0.20
45 H -4.362 -2.413 5.844  0.18
46 H -2.403 -0.058 5.950  0.19
47 H -3.558 -0.460 4.658  0.21
48 C -1.677 0.629 -6.152  -0.10
49 C -1.526 -0.863 -6.391  -0.10
50 O -1.098 -1.332 -5.108  -0.48
51 C -1.495 -0.444 -4.174  0.98
52 O -1.434 -0.615 -2.996  -0.60
53 O -1.979 0.674 -4.755  -0.49
54 H -2.482 1.087 -6.719  0.21
55 H -0.749 1.177 -6.324  0.19
56 H -2.475 -1.343 -6.639  0.19
57 H -0.784 -1.117 -7.142  0.21
58 C 4.921 -3.199 -2.249  -0.10
59 C 4.752 -2.785 -3.700  -0.10
60 O 3.344 -2.535 -3.780  -0.48
61 C 2.885 -2.254 -2.545  0.97
62 O 1.797 -1.838 -2.296  -0.58
63 O 3.838 -2.506 -1.616  -0.50
64 H 5.864 -2.891 -1.809  0.21
65 H 4.780 -4.271 -2.101  0.19
66 H 5.283 -1.862 -3.935  0.19
67 H 5.030 -3.556 -4.413  0.21



# 2
C19H27Br2NO10S2 | the ωB97M-V functional and the def2-TZVPD basis

- Structure (SMILES): C[C@@H](Br)[C@@H](Br)c1ccc(CC(=O)O)c2c1C(=O)NC2=O.CCOS(C)(=O)=O.CCOS(C)(=O)=O
- Electronic energy: -7491.54008 a.u.
- M: 653.36 g/mol
- Gap between HOMO and LUMO: 8.1 eV
- Net charge: 0
- LUMO level: -1.541 eV
- HOMO energy: -9.651 eV

Each line ends with the natural charge from an NBO analysis.
Geometry (Å):
1 C 2.310 0.482 -0.102  -0.67
2 C 1.233 0.174 -1.259  -0.26
3 Br 1.898 -0.979 -2.738  0.01
4 C -0.160 -0.441 -0.751  -0.32
5 Br 0.023 -1.980 0.505  0.04
6 C -1.187 0.693 -0.216  -0.01
7 C -0.780 1.924 0.634  -0.19
8 C -1.909 2.956 1.027  -0.19
9 C -3.407 2.783 0.576  0.03
10 C -4.560 3.871 0.940  -0.54
11 C -4.737 4.830 -0.361  0.79
12 O -5.871 5.180 -0.789  -0.51
13 O -3.544 5.289 -1.034  -0.73
14 C -3.852 1.546 -0.250  -0.15
15 C -2.692 0.571 -0.602  -0.10
16 C -3.463 -0.522 -1.464  0.66
17 O -3.054 -1.540 -2.072  -0.52
18 N -4.924 -0.188 -1.525  -0.68
19 C -5.268 1.080 -0.807  0.67
20 O -6.398 1.609 -0.677  -0.50
21 H 2.351 1.609 0.106  0.22
22 H 2.115 -0.035 0.895  0.23
23 H 3.346 0.183 -0.522  0.27
24 H 0.977 1.195 -1.741  0.24
25 H -0.680 -0.875 -1.690  0.28
26 H 0.302 2.089 0.951  0.25
27 H -1.634 3.870 1.666  0.24
28 H -5.506 3.269 1.144  0.28
29 H -4.221 4.510 1.824  0.25
30 H -3.188 4.540 -1.582  0.50
31 H -5.365 -0.895 -0.913  0.41
32 O -1.292 -4.489 2.844  -0.93
33 S -2.248 -5.502 3.208  2.36
34 O -1.920 -6.902 3.183  -0.92
35 O -3.606 -5.269 2.359  -0.72
36 C -3.515 -5.192 0.936  -0.08
37 C -3.355 -6.565 0.311  -0.64
38 C -2.915 -5.109 4.801  -0.88
39 H -2.704 -4.523 0.635  0.20
40 H -4.448 -4.745 0.584  0.19
41 H -2.387 -7.002 0.567  0.23
42 H -3.420 -6.503 -0.777  0.22
43 H -4.125 -7.249 0.676  0.22
44 H -3.213 -4.061 4.810  0.25
45 H -2.135 -5.285 5.542  0.25
46 H -3.767 -5.758 4.995  0.25
47 O 5.915 0.876 -0.955  -0.93
48 S 6.555 2.123 -0.629  2.36
49 O 5.815 3.352 -0.522  -0.93
50 O 7.804 2.351 -1.630  -0.72
51 C 7.570 2.297 -3.037  -0.08
52 C 6.924 3.572 -3.546  -0.64
53 C 7.498 1.905 0.854  -0.88
54 H 6.970 1.419 -3.296  0.20
55 H 8.544 2.174 -3.516  0.20
56 H 5.908 3.679 -3.160  0.22
57 H 6.873 3.569 -4.637  0.22
58 H 7.488 4.449 -3.218  0.22
59 H 8.100 1.002 0.760  0.25
60 H 6.799 1.806 1.684  0.25
61 H 8.130 2.780 1.000  0.25



# 3
C19H27BrF12NO3P2S2 | the ωB97M-V functional and the def2-TZVPD basis

- Electronic energy: -6271.87439 a.u.
- M: 751.39 g/mol
- Gap between HOMO and LUMO: 7.2 eV
- Net charge: +1
- LUMO level: -4.456 eV
- HOMO energy: -11.611 eV

Each line ends with the Mulliken charge.
Geometry (Å):
1 C -0.285 -1.237 2.666  -1.64
2 C 0.977 -1.257 1.758  0.93
3 P 2.150 0.020 2.371  -0.06
4 C 3.843 -0.641 2.579  -0.66
5 C 4.851 0.460 2.963  -1.23
6 C 2.147 1.524 1.288  0.09
7 C 1.497 2.630 1.825  -0.49
8 C 1.419 3.833 1.144  -0.50
9 C 2.047 3.947 -0.096  -0.06
10 S 1.928 5.535 -0.893  -0.14
11 C 2.710 2.829 -0.629  0.00
12 P 3.629 2.890 -2.306  0.50
13 O 2.421 3.412 -3.285  -0.43
14 Br 4.999 4.616 -2.146  -0.18
15 N 2.719 1.652 0.053  0.53
16 C 3.375 0.488 -0.581  -0.40
17 C 2.613 -0.042 -1.822  -0.67
18 C 2.351 -1.557 -1.817  -0.86
19 C 0.843 -1.884 -1.723  -1.62
20 C 0.206 -2.120 -3.109  1.20
21 F 0.897 -1.397 -4.016  -0.31
22 F 0.271 -3.427 -3.395  -0.30
23 C -1.259 -1.628 -3.066  0.34
24 F -1.796 -2.116 -1.939  -0.32
25 F -1.296 -0.300 -2.967  -0.27
26 S -2.378 -2.187 -4.490  1.41
27 F -2.456 -0.713 -5.068  -0.30
28 F -1.128 -2.462 -5.410  -0.30
29 F -2.349 -3.652 -3.921  -0.27
30 F -3.647 -1.863 -3.592  -0.31
31 F -3.322 -2.672 -5.641  -0.28
32 H -0.775 -2.203 2.701  0.49
33 H 0.052 -0.964 3.663  0.42
34 H -0.942 -0.437 2.354  0.34
35 H 1.417 -2.250 1.823  0.63
36 H 0.633 -1.066 0.747  -0.83
37 H 4.218 -1.246 1.751  0.45
38 H 3.771 -1.335 3.416  0.46
39 H 4.646 0.773 3.980  0.37
40 H 5.855 0.060 2.872  0.36
41 H 4.733 1.313 2.296  0.29
42 H 1.025 2.523 2.789  0.54
43 H 0.884 4.669 1.567  0.53
44 H 1.074 5.211 -1.874  0.20
45 H 1.618 2.924 -3.052  0.36
46 H 3.500 -0.327 0.118  -0.48
47 H 4.372 0.797 -0.876  0.44
48 H 1.709 0.537 -2.008  0.53
49 H 3.281 0.157 -2.659  0.41
50 H 2.804 -2.024 -2.684  0.64
51 H 2.819 -2.032 -0.956  0.40
52 H 0.699 -2.750 -1.090  0.59
53 H 0.341 -1.018 -1.303  0.44
54 C -6.393 -0.044 0.440  -1.09
55 C -6.762 -0.050 1.907  -0.23
56 O -5.765 -0.739 2.693  -0.31
57 C -4.690 -0.045 3.014  0.30
58 O -4.449 1.091 2.724  -0.53
59 C -3.760 -0.908 3.883  0.98
60 F -3.616 -2.140 3.380  -0.26
61 F -4.245 -1.027 5.121  -0.27
62 F -2.546 -0.355 3.965  -0.23
63 H -6.226 -1.061 0.084  0.30
64 H -7.192 0.407 -0.147  0.39
65 H -5.477 0.521 0.267  0.30
66 H -7.686 -0.600 2.065  0.32
67 H -6.907 0.958 2.292  0.31



# 4
C19H27Cl2GeSi | the ωB97M-V functional and the def2-TZVPD basis

- Electronic energy: -4026.70790 a.u.
- M: 427.03 g/mol
- Gap between HOMO and LUMO: 7.0 eV
- Net charge: +1
- LUMO level: -4.801 eV
- HOMO energy: -11.765 eV
- ΔE to the lowest compared entry with this formula, charge and spin: 0.0 kcal/mol

Each line ends with the natural charge from an NBO analysis.
Geometry (Å):
1 C 1.649 2.680 -1.237  -1.18
2 Si 0.113 1.694 -1.454  1.83
3 C 0.003 0.706 -2.997  -1.18
4 H 0.339 0.382 -0.296  0.01
5 C -1.468 2.567 -0.956  -1.42
6 Ge -2.351 1.843 0.589  1.64
7 C -3.927 2.930 0.956  -1.08
8 C -2.965 0.037 0.213  -1.10
9 C -1.181 1.965 2.145  -1.09
10 H 1.630 3.558 -1.887  0.29
11 H 1.789 2.999 -0.209  0.27
12 H 2.529 2.084 -1.456  0.27
13 H -0.219 1.362 -3.845  0.29
14 H 0.928 0.168 -3.185  0.26
15 H -0.754 -0.069 -2.929  0.27
16 H -1.231 3.605 -0.651  0.29
17 H -2.214 2.466 -1.767  0.30
18 H -4.444 2.580 1.860  0.25
19 H -3.579 3.964 1.083  0.23
20 H -4.592 2.866 0.081  0.24
21 H -3.274 -0.492 1.125  0.25
22 H -3.812 0.079 -0.484  0.25
23 H -2.151 -0.521 -0.259  0.22
24 H -1.628 1.497 3.036  0.25
25 H -0.219 1.511 1.899  0.20
26 H -1.011 3.035 2.335  0.24
27 Cl -3.137 -5.155 -0.914  0.05
28 C -1.924 -4.004 -0.422  0.01
29 C -1.969 -3.405 0.853  -0.23
30 C -1.028 -2.414 1.179  -0.17
31 C -0.037 -2.010 0.209  -0.09
32 C 0.737 -0.672 0.339  -0.20
33 C 2.256 -0.812 0.564  -0.10
34 C 2.861 -0.314 1.777  -0.17
35 C 4.255 -0.257 1.879  -0.22
36 C 5.048 -0.673 0.793  -0.01
37 Cl 6.778 -0.600 0.880  0.05
38 C 4.445 -1.252 -0.347  -0.24
39 C 3.058 -1.287 -0.446  -0.14
40 C 0.101 -2.772 -0.932  -0.18
41 C -0.835 -3.742 -1.270  -0.23
42 H -2.733 -3.768 1.542  0.25
43 H -1.159 -1.927 2.129  0.23
44 H 0.357 -0.282 1.310  0.24
45 H 2.286 0.069 2.604  0.23
46 H 4.785 0.052 2.792  0.25
47 H 5.059 -1.723 -1.110  0.24
48 H 2.580 -1.628 -1.363  0.20
49 H 0.937 -2.562 -1.595  0.21
50 H -0.678 -4.359 -2.160  0.24